1.
Below is a structure of composition C33H34FN5O2OsS, with properties calculated with ωB97M-V/def2-TZVPD.

Results
- multiplicity = 5
- gap between HOMO and LUMO (alpha / beta) (eV) = 8.50 / 5.34
- charge = +2
- E_LUMO (alpha / beta) (eV) = -4.701 / -7.817
- HOMO level (alpha / beta) (eV) = -13.2 / -13.2

XYZ file:
```
77
Properties=species:S:1:pos:R:3:nbo_charge:R:1
Os 0.21721 -0.86987 0.05634 1.455
C 2.12757 0.25490 -3.69540 -0.280
N 1.29559 -0.55331 -2.79198 -0.477
C 0.86685 -1.65193 -3.26354 0.131
C -0.05282 -2.49365 -2.52022 0.010
C -0.73419 -3.59746 -2.94375 -0.190
C -1.53049 -4.06113 -1.85366 -0.274
C -1.27409 -3.23602 -0.80438 -0.061
N -0.31521 -2.28646 -1.17457 -0.561
C 3.47867 0.53380 -3.07734 0.040
C 4.33693 -0.51869 -2.77454 -0.251
C 5.55357 -0.28215 -2.15543 -0.184
C 5.93126 1.01779 -1.83183 -0.210
C 5.09502 2.07565 -2.14835 -0.206
C 3.87309 1.83159 -2.77132 -0.275
H 1.61332 1.20517 -3.85923 0.203
H 2.24103 -0.22367 -4.67288 0.208
H 1.07812 -1.97480 -4.28611 0.192
H -0.71025 -3.99415 -3.94659 0.242
H -2.20432 -4.90046 -1.85225 0.246
H -1.65781 -3.27748 0.20438 0.213
H 4.05504 -1.53164 -3.03881 0.222
H 6.21562 -1.10830 -1.93346 0.230
H 6.88789 1.20402 -1.36287 0.232
H 5.39907 3.09135 -1.93271 0.228
H 3.23066 2.66362 -3.04150 0.215
C 1.33077 3.46492 3.05435 -0.278
O 0.83474 2.10671 2.96242 -0.441
C 0.83457 1.47465 1.82552 0.934
O 0.40323 0.30119 1.81565 -0.677
N 1.30498 2.08418 0.71637 -0.473
N 1.24476 1.37500 -0.48628 -0.641
H 1.14296 3.76479 4.07821 0.247
H 0.77537 4.11531 2.37918 0.198
H 2.40073 3.48057 2.85027 0.201
H 1.69971 3.01304 0.73681 0.419
H 2.17079 1.27549 -0.90330 0.419
H 0.61588 1.83788 -1.13922 0.398
N -1.59683 0.14848 -0.23951 -1.140
S -2.70992 0.21651 0.94548 1.094
C -3.44906 1.83247 0.83743 -0.177
C -4.67572 2.03446 1.45967 -0.221
C -5.22765 3.30440 1.44897 -0.180
C -4.55993 4.35305 0.82752 -0.174
C -3.33397 4.13673 0.21739 -0.183
C -2.76282 2.87012 0.22627 -0.255
C -4.04843 -0.84385 0.53018 -0.208
C -4.27394 -1.92616 1.36912 -0.209
C -5.27453 -2.83064 1.03525 -0.200
C -6.01701 -2.64217 -0.11993 -0.157
C -5.77916 -1.54935 -0.95142 -0.175
C -4.79205 -0.63736 -0.62953 -0.228
H -2.02503 0.21366 -1.15942 0.397
H -5.20104 1.21643 1.93500 0.236
H -6.18473 3.47329 1.92243 0.242
H -5.00132 5.33985 0.81739 0.241
H -2.82305 4.95364 -0.27380 0.230
H -1.81201 2.68655 -0.25575 0.217
H -3.68916 -2.05543 2.27119 0.232
H -5.47219 -3.67687 1.67832 0.241
H -6.79724 -3.34600 -0.37569 0.241
H -6.37123 -1.40820 -1.84499 0.240
H -4.61708 0.22645 -1.25936 0.231
F 3.34437 -1.18277 5.59605 -0.273
C 3.07637 -1.32401 4.30720 0.493
C 2.15222 -2.29030 3.91944 -0.276
C 1.88981 -2.42523 2.58066 -0.122
C 2.53609 -1.60199 1.61381 -0.002
C 2.23510 -1.74901 0.22998 -0.614
C 3.47536 -0.63403 2.06556 -0.171
C 3.75524 -0.49934 3.39754 -0.261
H 1.67919 -2.90759 4.66970 0.262
H 1.19233 -3.17943 2.23689 0.232
H 1.97194 -2.76950 -0.06615 0.265
H 2.90898 -1.29609 -0.48192 0.238
H 4.00692 -0.03709 1.33213 0.231
H 4.49536 0.19591 3.76890 0.256
```

***

2.
Below is a structure of composition C59H60BGe2N9S4Sn, with properties calculated with ωB97M-V/def2-TZVPD.

Results
- gap between HOMO and LUMO (eV) = 6.60
- charge = -2
- E_LUMO (eV) = 3.806
- HOMO level (eV) = -2.8

XYZ file:
```
136
Properties=species:S:1:pos:R:3:lowdin_charge:R:1
Sn 2.43265 -0.48138 -1.85983 0.958
C 3.67423 3.83854 -1.26364 -0.061
C 2.81923 2.75198 -1.45547 -0.209
N 3.52162 1.63651 -1.66118 -0.077
N 4.84179 1.98410 -1.60338 -0.012
C 4.94053 3.30185 -1.37055 -0.094
B 6.06026 1.03050 -1.74794 -0.536
N 6.17549 0.07995 -0.53927 -0.049
C 7.19884 0.01125 0.34271 -0.112
C 6.94346 -1.02808 1.21309 -0.093
C 5.70693 -1.53842 0.77663 -0.173
N 5.26785 -0.87236 -0.27898 0.040
N 5.95988 0.28441 -3.09985 -0.044
C 6.82951 0.36127 -4.13071 -0.106
C 6.40857 -0.50989 -5.11443 -0.079
C 5.23436 -1.07331 -4.58683 -0.185
N 4.97840 -0.59384 -3.37584 0.012
H 3.40495 4.86369 -1.07018 0.085
H 1.74054 2.70702 -1.44522 0.018
H 5.91020 3.77011 -1.29915 0.110
H 7.06368 1.70120 -1.76507 0.109
H 8.01665 0.71418 0.29814 0.102
H 7.54789 -1.34520 2.04744 0.073
H 5.10339 -2.34088 1.17971 0.083
H 7.67894 1.02660 -4.08803 0.104
H 6.85981 -0.69094 -6.07676 0.081
H 4.56135 -1.79248 -5.03442 0.095
C 1.72270 -5.99711 0.97015 -0.055
C 1.31383 -4.86999 1.88004 -0.271
C -0.01432 -4.67436 2.22764 -0.032
C -0.40673 -3.59166 3.00881 -0.247
C -1.85944 -3.38737 3.35530 -0.040
C 0.56536 -2.68015 3.43987 -0.164
C 1.91930 -2.88873 3.14070 -0.198
C 2.97305 -1.94149 3.64998 -0.039
C 2.26760 -3.98295 2.35992 -0.008
C 0.15936 -1.52674 4.30121 -0.214
C 0.21163 -1.76023 5.67433 -0.054
C -0.16437 -0.78575 6.57897 -0.082
C -0.60796 0.43082 6.10175 -0.053
C -0.68053 0.68900 4.73392 -0.221
C -0.28792 -0.28618 3.79314 -0.163
Ge -0.01788 0.19220 1.83183 -0.041
S 1.92236 0.98051 1.54266 0.100
S -0.48784 -1.51192 0.34890 0.220
Ge -1.34152 0.18638 -0.86543 -0.028
S 0.15330 0.96981 -2.22391 0.104
S -1.74502 1.44652 0.95853 0.227
C -2.98584 -0.22755 -1.96584 -0.174
C -3.06215 -1.44957 -2.67941 -0.213
C -4.17768 -1.74183 -3.46189 -0.049
C -5.22505 -0.84861 -3.57495 -0.079
C -5.13971 0.36864 -2.93056 -0.050
C -4.03371 0.70083 -2.14746 -0.219
C -4.04763 2.10717 -1.63011 -0.155
C -4.75393 2.44230 -0.47421 -0.241
C -5.45261 1.39533 0.35605 -0.041
C -4.85869 3.78117 -0.10139 -0.018
C -4.28748 4.79194 -0.85699 -0.273
C -4.40609 6.24060 -0.45842 -0.061
C -3.60955 4.44283 -2.01793 -0.014
C -3.49118 3.12289 -2.42889 -0.194
C -2.81682 2.80934 -3.73959 -0.032
C -1.96287 -2.46936 -2.71679 -0.154
C -1.90165 -3.53780 -1.81984 -0.250
C -2.93623 -3.74976 -0.73975 -0.047
C -0.84378 -4.44612 -1.92295 -0.021
C 0.14034 -4.30983 -2.88956 -0.267
C 1.31209 -5.25540 -2.97558 -0.055
C 0.03280 -3.26708 -3.80279 -0.018
C -1.01139 -2.35947 -3.75048 -0.203
C -1.11343 -1.28122 -4.79769 -0.044
C -1.20463 2.04422 4.38437 -0.162
C -2.58425 2.25042 4.33873 -0.231
C -3.55023 1.10432 4.50246 -0.030
C -3.06966 3.54020 4.13163 -0.024
C -2.21478 4.61958 3.98149 -0.276
C -2.74552 6.02226 3.82303 -0.061
C -0.84336 4.39215 4.02176 -0.012
C -0.31963 3.12364 4.23004 -0.200
C 1.17056 2.91107 4.28668 -0.060
H 0.91437 -6.72149 0.84978 0.070
H 2.60249 -6.52104 1.35267 0.074
H 1.97254 -5.60121 -0.01466 0.066
H -0.77073 -5.37041 1.87196 0.109
H -2.45053 -4.26480 3.08318 0.072
H -2.25154 -2.52864 2.80144 0.073
H -1.99467 -3.18757 4.41957 0.075
H 2.84812 -1.75345 4.71820 0.075
H 2.89348 -0.97995 3.12964 0.019
H 3.97395 -2.34186 3.47619 0.066
H 3.31351 -4.14429 2.11110 0.111
H 0.55719 -2.72713 6.02334 0.119
H -0.12375 -0.97829 7.64447 0.094
H -0.92172 1.20554 6.79375 0.119
H -4.20582 -2.68873 -3.99018 0.120
H -6.08956 -1.08814 -4.18305 0.095
H -5.92979 1.10354 -3.04589 0.120
H -5.07584 0.39575 0.14670 0.074
H -6.52772 1.40236 0.14857 0.081
H -5.31763 1.60099 1.41549 0.064
H -5.40242 4.03162 0.80670 0.113
H -5.12689 6.37044 0.35006 0.066
H -4.72707 6.85213 -1.30534 0.071
H -3.44256 6.62763 -0.11699 0.077
H -3.17615 5.22449 -2.63781 0.115
H -2.71686 3.71149 -4.34612 0.074
H -3.37756 2.06478 -4.30736 0.079
H -1.81745 2.40066 -3.57084 0.031
H -3.73045 -3.00653 -0.78424 0.074
H -2.46333 -3.67896 0.24095 0.042
H -3.38565 -4.74322 -0.83336 0.078
H -0.78569 -5.26455 -1.20800 0.111
H 1.21537 -6.07182 -2.26133 0.058
H 2.24335 -4.72188 -2.76466 0.082
H 1.39822 -5.68139 -3.97830 0.075
H 0.78482 -3.15694 -4.58045 0.117
H -0.34387 -1.41364 -5.56006 0.068
H -0.96404 -0.29974 -4.34087 0.028
H -2.09475 -1.28629 -5.27916 0.078
H -3.09059 0.25585 5.00444 0.070
H -3.87031 0.76499 3.51675 0.069
H -4.43171 1.41415 5.07037 0.076
H -4.14537 3.69489 4.09167 0.110
H -3.81960 6.01776 3.63568 0.064
H -2.25271 6.53698 2.99509 0.073
H -2.56367 6.60663 4.73015 0.073
H -0.16071 5.22822 3.89156 0.114
H 1.69991 3.86388 4.21964 0.074
H 1.49741 2.27878 3.45347 -0.050
H 1.46094 2.41130 5.21401 0.081
N 2.18648 -0.32845 -4.16609 -0.034
C 2.28477 -0.23505 -5.32674 -0.370
N 2.30060 -0.10529 -6.59517 0.067
C 3.12214 -0.47370 -7.54055 -0.445
N 3.79688 -0.77471 -8.44185 0.044
```

***

| no. | E (hartree) |
| --- | --- |
| 1 | -2290.2484 |
| 2 | -8763.2711 |